Density functional theory data (wB97M-V/def2-TZVPD) for C27H44FeN2O3S2Si as an isolated structure.

Expectation value of S²: 8.786
Orbital gap (spin up / spin down), eV: 6.6 / 6.4
Multiplicity: 6
Total charge: -1

The geometry in XYZ format:
```
80
Properties=species:S:1:pos:R:3:forces:R:3
Fe 10.159 10.487 12.982 -2.53 0.20 2.13
C 12.439 9.700 17.612 -0.10 0.15 0.68
C 11.294 10.582 17.131 -0.55 -0.88 -1.40
C 10.293 11.029 18.183 0.77 -0.17 0.69
C 11.848 11.789 16.390 0.02 0.16 0.28
O 10.582 9.788 16.139 0.71 1.19 0.36
Si 9.630 8.525 15.894 -0.52 0.41 -1.83
S 9.212 8.529 13.799 0.01 -0.55 0.38
O 8.241 8.587 16.721 -1.23 -0.03 0.81
C 6.859 9.100 16.603 1.83 -0.75 0.21
C 6.055 7.998 15.883 0.16 0.74 0.48
C 6.408 9.301 18.051 -0.47 -0.48 -0.48
C 6.881 10.429 15.879 -0.48 -0.21 -0.63
O 10.458 7.207 16.318 0.47 -1.72 0.87
C 10.234 5.841 16.863 -0.16 2.22 -1.13
C 11.624 5.236 16.937 -0.29 -0.17 0.44
C 9.632 6.037 18.239 -0.14 -0.31 0.44
C 9.278 5.115 15.910 0.50 -0.27 0.04
H 13.000 10.266 18.362 0.19 -0.15 -0.01
H 13.106 9.436 16.779 -0.29 0.10 0.23
H 12.062 8.781 18.079 0.07 0.14 -0.16
H 10.857 11.591 18.951 -0.37 -0.23 -0.08
H 9.791 10.162 18.634 0.08 0.27 -0.02
H 9.563 11.708 17.748 -0.09 -0.10 -0.13
H 12.543 12.328 17.056 -0.17 -0.06 -0.19
H 11.022 12.450 16.091 0.43 -0.20 -0.07
H 12.389 11.456 15.497 -0.20 0.26 0.21
H 6.076 7.098 16.524 -0.15 0.26 -0.45
H 6.493 7.802 14.891 -0.13 0.03 0.40
H 5.031 8.382 15.770 0.06 -0.39 -0.06
H 6.408 8.334 18.585 0.07 0.46 -0.10
H 5.380 9.661 17.964 -0.09 0.04 0.43
H 7.015 10.045 18.579 -0.04 -0.20 -0.19
H 7.042 10.282 14.800 0.10 0.15 0.40
H 7.671 11.058 16.273 0.13 0.13 -0.03
H 5.917 10.933 16.024 0.10 0.01 -0.06
H 12.190 5.783 17.708 -0.02 -0.22 -0.33
H 12.141 5.310 15.980 -0.08 -0.05 0.04
H 11.524 4.186 17.245 0.23 0.15 -0.09
H 10.357 6.544 18.910 -0.44 -0.29 -0.35
H 9.377 5.047 18.645 0.08 0.22 0.17
H 8.710 6.635 18.180 0.35 -0.15 -0.03
H 9.672 5.104 14.877 -0.16 0.15 0.50
H 8.301 5.606 15.920 0.10 -0.06 -0.06
H 9.172 4.073 16.244 -0.13 0.15 -0.08
C 11.365 10.823 7.232 0.22 -0.31 0.24
C 10.716 9.784 8.179 0.24 -0.08 0.00
C 9.334 10.154 8.661 -0.76 0.34 0.07
C 8.341 10.220 7.679 -0.22 0.44 0.26
C 7.020 10.532 7.974 0.02 -0.35 0.47
C 6.657 10.650 9.316 0.21 0.04 0.39
C 7.591 10.611 10.356 0.63 0.04 -1.18
C 7.091 10.788 11.763 -0.45 -1.08 0.05
C 6.585 12.180 12.088 -0.26 0.78 -0.01
C 8.966 10.452 10.003 -0.61 0.83 -0.34
N 9.950 10.692 10.968 2.15 0.91 -2.01
C 11.098 11.287 10.574 -1.43 -0.84 0.71
C 12.217 11.115 11.420 1.22 -0.40 0.72
C 13.608 11.332 11.259 -0.74 -0.24 1.53
C 14.201 10.871 12.479 0.54 0.67 -1.27
C 13.203 10.375 13.292 -1.98 -0.03 -1.23
N 11.981 10.483 12.626 4.32 -0.17 0.51
H 12.419 10.550 7.072 -0.23 0.18 0.03
H 11.317 11.844 7.632 0.02 -0.24 -0.13
H 10.881 10.812 6.249 -0.03 0.10 0.20
H 11.369 9.563 9.043 -0.19 0.03 -0.55
H 10.606 8.861 7.583 0.14 0.13 0.36
H 8.645 10.130 6.646 0.00 -0.26 -0.19
H 6.273 10.613 7.188 0.14 0.00 0.10
H 5.631 10.822 9.641 0.02 -0.05 -0.41
H 7.869 10.449 12.470 -0.70 0.27 -0.14
H 6.225 10.074 11.832 0.75 0.43 0.27
H 7.391 12.915 11.992 -0.02 -0.16 0.12
H 6.209 12.253 13.133 0.17 -0.13 -0.74
H 5.792 12.489 11.366 0.33 -0.27 0.57
H 11.237 11.936 9.690 -0.52 -0.74 0.20
H 14.083 11.769 10.406 0.23 0.17 -0.20
H 15.260 10.940 12.727 -0.33 -0.15 -0.10
H 13.289 9.918 14.279 -0.22 0.20 -0.44
S 9.697 12.377 13.822 -0.31 -0.03 -0.13
```
Positions in Å, forces in eV/Å.

These are the Löwdin partial charges, in e, on atoms 1 to 4: Fe 0.1414; C -0.0277; C -0.6175; C -0.0243

Density functional theory data (wB97M-V/def2-TZVPD) for C21H27N5O6S2Tc as an isolated structure.

Expectation value of S²: 0.776
Orbital gap (spin up / spin down), eV: 7.2 / 5.9
Multiplicity: 2
Total charge: +2

The geometry in XYZ format:
```
62
Properties=species:S:1:pos:R:3:forces:R:3
Tc -0.747 0.518 -0.413 -0.55 0.04 0.70
C -2.940 -2.823 1.085 -0.03 -0.03 0.08
C -2.293 -1.492 0.922 -0.16 -0.12 -0.96
N -2.339 -0.773 -0.204 -0.34 -0.29 0.46
C -2.929 -1.308 -1.426 0.12 -0.19 -0.01
C -1.792 -1.473 -2.429 -0.06 0.01 -0.08
N -0.927 -0.254 -2.460 0.33 -0.13 -0.17
C -1.408 0.784 -3.421 -0.03 -0.01 0.19
C -2.404 1.682 -2.707 0.24 -0.17 -0.06
N -1.767 2.087 -1.428 -0.23 0.17 -0.23
C -0.837 3.237 -1.630 -0.10 0.06 0.07
C -0.062 3.443 -0.330 -0.23 -0.10 -0.02
N -0.419 2.309 0.538 1.06 0.94 0.57
C -0.074 2.335 1.797 -0.41 -0.21 -0.35
C 0.634 3.457 2.441 -0.01 0.09 0.07
C -0.454 1.094 2.467 0.03 0.33 -0.08
C -0.220 0.643 3.792 0.06 -0.08 -0.08
C -0.332 -0.685 4.019 0.06 0.05 -0.05
C -0.655 -1.591 2.900 -0.82 0.04 0.48
C -1.489 -0.938 1.929 0.25 0.66 0.17
N -1.085 0.336 1.609 0.08 -0.93 0.00
H -3.907 -2.876 0.592 -0.02 0.03 0.02
H -3.093 -3.046 2.138 0.04 -0.02 0.01
H -2.296 -3.598 0.658 0.02 0.01 -0.01
H -3.729 -0.663 -1.786 0.05 0.04 -0.02
H -3.368 -2.290 -1.263 -0.06 0.03 -0.02
H -2.173 -1.677 -3.431 0.01 -0.02 0.02
H -1.156 -2.304 -2.130 -0.03 0.01 0.07
H 0.004 -0.539 -2.759 -0.01 -0.03 0.00
H -1.850 0.313 -4.299 -0.03 0.00 0.02
H -0.537 1.342 -3.759 -0.03 0.06 0.03
H -3.329 1.161 -2.478 0.01 -0.02 -0.01
H -2.660 2.559 -3.303 0.06 0.00 -0.01
H -2.499 2.381 -0.781 0.00 0.07 -0.10
H -1.428 4.105 -1.925 0.11 0.07 0.08
H -0.163 2.996 -2.448 0.01 -0.08 0.01
H -0.326 4.385 0.149 -0.08 -0.04 0.03
H 1.015 3.435 -0.499 0.01 0.04 -0.06
H 1.607 3.576 1.956 0.01 0.01 0.02
H 0.791 3.269 3.498 0.01 0.01 0.01
H 0.085 4.394 2.326 -0.01 0.00 0.00
H 0.060 1.332 4.574 0.03 0.00 0.01
H -0.144 -1.105 4.997 -0.05 -0.01 0.02
H -0.964 -2.588 3.196 0.20 -0.05 -0.09
O 3.268 1.914 -0.256 0.08 0.00 -0.34
S 2.362 0.846 0.004 -0.46 -0.33 -0.03
O 1.830 0.741 1.344 0.09 0.02 -0.06
O 1.192 0.916 -1.022 0.08 0.13 0.07
C 3.159 -0.720 -0.249 0.14 0.21 0.07
C 4.415 -0.683 -0.816 0.17 -0.02 0.01
C 5.217 -1.826 -0.845 -0.06 0.12 -0.01
C 4.765 -2.998 -0.281 -0.16 -0.03 0.07
C 3.485 -3.053 0.272 0.14 -0.13 -0.04
C 2.683 -1.927 0.297 0.08 -0.17 -0.19
S 1.013 -2.226 0.755 -0.12 0.18 0.30
O 0.838 -1.831 2.213 0.41 -0.05 -0.21
O 0.678 -3.590 0.529 -0.02 -0.10 -0.07
O 0.211 -1.313 -0.101 0.16 -0.07 -0.30
H 4.793 0.255 -1.198 -0.03 0.02 0.00
H 6.199 -1.777 -1.293 0.01 0.01 -0.01
H 5.382 -3.885 -0.279 0.01 -0.01 0.00
H 3.107 -3.992 0.653 -0.04 0.00 0.02
```
Positions in Å, forces in eV/Å.

These are the Löwdin partial charges, in e, on atoms 1 to 4: Tc 1.6922; C 0.0300; C -0.2422; N -0.0822

Density functional theory data (wB97M-V/def2-TZVPD) for a single CH6N4O molecule.

Relative energy (zero: lowest compared OMol25 entry of this formula, charge and spin), kJ/mol: 514.9
Orbital gap, eV: 8.7

The geometry in XYZ format:
```
12
Properties=species:S:1:pos:R:3:forces:R:3
N 1.825 -0.962 0.149 2.24 -1.33 -0.30
N 1.466 0.361 -0.089 0.03 -0.63 0.43
C 0.223 0.379 -0.089 -4.05 2.06 1.01
N -0.210 1.660 -0.015 -5.49 1.73 -1.00
N -0.820 -0.648 -0.125 2.82 1.29 -1.53
O -2.217 -0.563 -0.043 0.22 -1.25 4.96
H 2.767 -0.760 0.485 0.17 -1.38 -0.21
H 1.890 -1.267 -0.822 0.75 -1.06 0.29
H 0.063 2.272 0.733 0.65 -0.38 0.08
H -1.272 1.705 -0.105 1.93 0.19 0.11
H -0.564 -1.526 0.188 1.25 -1.77 0.24
H -2.315 -1.069 0.960 -0.51 2.52 -4.07
```
Positions in Å, forces in eV/Å.

These are the Löwdin partial charges, in e, on atoms 1 to 4: N -0.0437; N -0.0364; C -0.5032; N 0.0892

Max |F| in hartree/bohr, matching the order above: 0.0847; 0.0297; 0.1137